a:
Molecular formula: C23H47CuO22
Method: DFT, the ωB97M-V functional and the def2-TZVPD basis

Geometry as ORCA input:
```
! wB97M-V def2-TZVPD RIJCOSX def2/J DEFGRID3
* xyz 0 1
Cu 1.0696 2.8106 -2.1072
O 2.7278 2.6873 0.8349
O 0.2563 1.8182 -4.2279
O 5.7473 0.4165 -1.2638
O -5.3980 -0.8318 -1.4080
O 0.9791 3.6210 1.7058
O -4.3776 4.0172 1.9204
O 0.8761 1.8512 -6.3293
O 6.6449 -1.2861 -2.3347
O -2.8458 3.0206 3.1338
O -2.6924 -0.6290 3.0367
O -1.7990 -2.6544 3.0290
O -4.1904 4.3745 4.0709
O -5.9647 -2.8890 -2.1307
O -6.4557 -1.1045 -3.2682
O 5.5579 -1.6782 -0.5851
O 2.1818 -3.6863 0.2728
O 1.6012 4.2392 -0.2722
O 2.8061 -3.7297 2.2959
O 0.4778 1.0568 -0.9772
O 1.5819 -5.3675 1.5654
O 1.1907 0.1164 -5.2209
O -1.2060 -1.3081 4.5181
C 1.2065 2.7689 2.8019
C 2.1125 -4.3635 1.3941
C -1.0578 0.0058 4.9725
C 1.2608 -4.0458 -0.7768
C 2.7202 -4.3122 3.6260
C -3.8335 3.8264 2.9164
C -1.9705 -1.4398 3.4781
C 1.7572 3.5525 0.6787
C -4.2276 -1.1972 -0.6593
C -2.4981 -2.9637 1.8572
C 4.6730 -1.2728 0.4422
C 7.3969 -0.4626 -3.2191
C -7.1169 -1.9177 -4.2158
C 0.2020 -0.1239 -0.3064
C 3.6416 2.5019 -0.2633
C 0.8094 -0.2449 1.0885
C 1.0566 -0.5942 -3.9719
C 0.7401 1.3031 -5.1743
C 5.9378 -0.7254 -1.4045
C -5.4011 5.0593 4.0960
C -5.9295 -1.7240 -2.2421
C -2.2927 2.3629 2.0104
C 0.4778 3.2375 -6.4600
H -4.5092 -1.7667 0.2190
H 5.1845 -0.9147 1.3445
H 3.4589 1.5520 -0.7397
H 0.6729 -0.9213 -0.9286
H 0.5582 -1.1976 1.5708
H 1.1795 -5.1145 -0.9066
H -2.6079 -4.0286 1.6655
H 1.5805 -0.0268 -3.2015
H 1.2703 3.6910 -7.0618
H 0.3452 -3.4861 -0.5988
H -6.2998 4.4537 4.2330
H 7.4134 0.5635 -2.8469
H -2.2203 3.0608 1.1784
H 1.7287 -4.5187 4.0055
H 3.2648 -3.6300 4.2780
H 8.4498 -0.7686 -3.2057
H 0.0117 -0.6246 -3.6751
H -0.4942 0.6215 4.2606
H -7.4809 -1.2423 -4.9927
H -5.6554 5.5077 3.1143
H -5.3381 5.9474 4.7157
H -0.5283 -0.0055 5.9132
H 7.0476 -0.6170 -4.2353
H -6.4217 -2.5720 -4.7607
H -1.9594 -2.5209 1.0182
H 1.4917 -1.5671 -4.1301
H -3.4672 -1.6535 -1.2829
H 1.7044 -3.5924 -1.6630
H 1.0632 1.7526 2.4170
H -3.0116 1.6228 1.6540
H 1.8931 -0.1265 0.9990
H 0.4734 3.7208 -5.4832
H 0.4345 0.5025 1.8002
H -0.4684 3.3773 -6.9767
H -2.0293 0.5002 5.0448
H 4.1972 -2.1882 0.7717
H 3.3263 -5.2296 3.6231
H -3.5328 -2.6221 1.8606
H 3.5928 3.3632 -0.9404
H -7.9322 -2.5286 -3.8335
H 4.0067 -0.4780 0.1363
H -3.8466 -0.2565 -0.2675
H -0.9014 -0.2408 -0.2347
H 2.1921 2.7400 3.2645
H 0.4538 2.8900 3.5744
H -1.3788 1.8549 2.2546
H 4.6549 2.6221 0.1220
*
```

Properties
E_LUMO	-0.18	eV
E_HOMO	-7.498	eV
orbital gap	0.26911	hartree

Here are the Mulliken charges for atoms 1 to 5, given in e: 0.358 -0.245 -0.638 -0.542 -0.310

b:
Molecular formula: C23H47CuO22
Method: DFT, the ωB97M-V functional and the def2-TZVPD basis

Geometry as ORCA input:
```
! wB97M-V def2-TZVPD RIJCOSX def2/J DEFGRID3
* xyz 0 1
Cu -1.8710 -1.5766 2.0010
O -5.9505 -0.0894 -1.4125
O -1.2626 2.8372 -3.7771
O -6.2840 2.0704 -1.9345
O -0.9095 -5.2577 2.7335
O -2.8699 3.8454 -1.0912
O -0.7518 3.4754 -1.1531
O 4.7847 -0.3704 2.8478
O 1.7276 -6.2164 0.1598
O -1.4661 5.5133 -0.5450
O 1.6675 -4.9920 -1.6006
O -1.1338 -3.1368 3.4262
O 3.6436 -1.4964 4.4429
O -3.1868 3.7179 -4.1381
O -1.6315 -4.9344 4.7124
O 6.2765 2.3211 1.1026
O -2.2968 2.3297 -5.7031
O -1.0578 -2.0503 -0.0374
O 3.1408 -4.4882 0.0404
O -4.2725 1.3097 -1.9849
O 2.9019 -1.2104 2.3261
O 4.2372 2.6164 0.1697
O 4.6382 3.5856 2.0299
C -0.1732 1.9698 -4.0202
C 3.7778 -1.1141 3.3119
C 1.7353 -2.0002 2.4478
C -5.5225 0.9957 -1.7172
C -0.8318 -4.8948 1.3370
C 5.1569 2.7563 1.1277
C -2.0151 -4.1602 5.8234
C -4.0400 4.6181 -0.9213
C -2.2654 2.9052 -4.6448
C 4.6474 1.8254 -0.9565
C -1.6909 4.3895 -0.9236
C -0.3342 -1.2646 -0.8898
C 0.5988 3.8590 -0.9966
C 5.4553 3.9070 3.1437
C -4.4188 3.7974 -4.8512
C 5.5434 0.3773 3.7818
C 2.2345 -5.1311 -0.4240
C -1.2308 -4.3366 3.6065
C -3.2220 0.3496 -1.8566
C 2.1710 -4.0719 -2.5533
C 2.1947 -6.6191 1.4376
C 0.2195 0.0700 -0.3642
C -7.6711 1.9822 -1.6079
H -0.5113 0.8770 -0.4543
H -1.8279 -4.6803 0.9504
H 5.4982 2.3548 -1.3874
H -0.2240 -4.0067 1.1693
H 1.1588 0.3440 -0.8573
H 1.4509 -3.3130 -2.8396
H -0.4871 0.9841 -4.3748
H 3.7922 1.7659 -1.6190
H 1.9617 -3.0671 2.4913
H 3.0898 -3.6366 -2.1576
H 0.3903 1.8795 -3.1001
H 0.8959 4.5146 -1.8187
H -2.4697 -3.2001 5.5681
H -0.8680 -1.0060 -1.8282
H 1.1497 -1.8208 1.5482
H 0.5472 -1.7926 -1.3030
H 4.8643 4.3247 3.9497
H -0.4167 -5.7383 0.8028
H -3.4697 -0.2826 -1.0035
H 1.2470 2.9866 -0.9917
H -8.0568 2.9451 -1.9360
H 3.2852 -6.6196 1.4757
H -3.1164 -0.2785 -2.7376
H -4.8217 4.7957 -4.6623
H 6.2371 4.6089 2.8401
H -4.3973 3.6281 -5.9209
H -4.8599 3.9182 -0.8009
H 0.5303 0.0502 0.6871
H 1.8755 -5.9253 2.2154
H -3.9983 5.2408 -0.0255
H -5.1139 3.1767 -4.2798
H 6.4699 0.7655 3.3780
H -4.1995 5.2949 -1.7604
H -8.2063 1.1539 -2.0608
H 4.9224 1.1646 4.2162
H 1.1414 -1.7292 3.3219
H 0.4043 2.3278 -4.8762
H -1.2106 -3.9964 6.5381
H -2.8370 -4.6399 6.3562
H -7.7555 1.9742 -0.5202
H 0.7514 4.4066 -0.0664
H 1.8491 -7.6344 1.5972
H 5.7619 -0.2830 4.6266
H 6.0345 3.0463 3.4742
H -2.3265 0.9115 -1.6148
H 2.4620 -4.6413 -3.4373
H 5.0114 0.8378 -0.6773
*
```

Properties
E_LUMO	-0.82	eV
E_HOMO	-7.976	eV
orbital gap	0.26295	hartree

Here are the Mulliken charges for atoms 1 to 5, given in e: 0.402 -0.604 -0.115 -0.180 -0.360

Relative energies, unit kcal/mol: a 31.5; b 0.0